1.
Here is a 2-piece molecular cluster, CBrN3O overall from OMol25. Energies are from ωB97M-V/def2-TZVPD.

Output
* HOMO energy: -11.0 eV
* lowest unoccupied orbital energy: 0.009 Ha
* structure (SMILES): N#[N+][O-].N#CBr
* multiplicity: 1
* orbital gap: 0.4132 hartree

Each line ends with the Mulliken charge.
Positions of all 6 atoms, in Å:
N: 0.18 -1.72 0.13  -0.3077
N: -0.04 -0.89 -0.59  0.8026
O: -0.47 0.07 -1.05  -0.4843
N: 1.23 1.20 0.00  -0.3924
C: 1.10 1.77 0.98  0.3046
Br: 0.70 2.58 2.50  0.0772

2.
Here is a 2-piece molecular cluster, CBrN3S overall from OMol25. Energies are from ωB97M-V/def2-TZVPD.

Output
* HOMO energy: -10.2 eV
* lowest unoccupied orbital energy: 0.002 Ha
* structure (SMILES): N#[N+][S-].N#CBr
* multiplicity: 1
* orbital gap: 0.3765 hartree

Each line ends with the Mulliken charge.
Positions of all 6 atoms, in Å:
N: 1.27 -0.03 -1.03  -0.2425
N: 1.64 -0.55 -0.11  0.3319
S: 2.14 -1.47 0.96  -0.0863
N: -1.61 1.95 0.56  -0.3368
C: -1.60 0.88 0.15  0.2602
Br: -1.85 -0.79 -0.52  0.0734

3.
Here is a 2-piece molecular cluster, CBrNO3 overall from OMol25. Energies are from ωB97M-V/def2-TZVPD.

Output
* HOMO energy (alpha / beta): -8.8 / -11.4 eV
* lowest unoccupied orbital energy (alpha / beta): -0.003 / -0.116 Ha
* ⟨S²⟩: 2.013
* multiplicity: 3
* orbital gap (alpha / beta): 0.3210 / 0.3020 hartree

Each line ends with the Mulliken spin population.
Positions of all 6 atoms, in Å:
C: 1.15 1.34 0.95  0.0062
N: 0.44 1.14 -2.30  0.7985
O: 0.54 2.15 -1.77  0.6379
O: 2.01 0.76 0.53  0.0010
O: 0.26 1.94 1.31  0.0003
Br: -0.45 -0.29 -1.25  0.5559

4.
Here is CBrNO4 as an isolated structure from OMol25. Energies are from ωB97M-V/def2-TZVPD.

Output
* HOMO energy (alpha / beta): -11.0 / -10.6 eV
* lowest unoccupied orbital energy (alpha / beta): -0.130 / -0.100 Ha
* multiplicity: 1
* orbital gap (alpha / beta): 0.2724 / 0.2912 hartree

Each line ends with the Mulliken charge.
Positions of all 7 atoms, in Å:
C: 0.07 -0.37 0.76  0.7761
N: 0.14 0.45 -0.92  0.8392
O: -0.48 -0.09 -1.77  -0.3903
O: 0.95 -1.12 0.66  -0.3598
O: 0.92 1.39 -0.95  -0.3953
O: -0.82 0.25 1.16  -0.4482
Br: -1.99 -0.51 3.07  -0.0218

5.
Here is the molecule CCl2NOP from OMol25. Energies are from ωB97M-V/def2-TZVPD.

Output
* HOMO energy: -12.1 eV
* lowest unoccupied orbital energy: -0.032 Ha
* structure (SMILES): N#CP(=O)(Cl)Cl
* multiplicity: 1
* orbital gap: 0.4124 hartree

Each line ends with the Mulliken charge.
Positions of all 6 atoms, in Å:
N: 2.20 -0.05 0.79  -0.2256
C: 1.15 0.02 0.37  0.2118
P: -0.46 0.06 -0.33  0.8122
O: -0.32 0.11 -1.81  -0.5126
Cl: -1.24 1.62 0.57  -0.1096
Cl: -1.34 -1.75 0.40  -0.1762

6.
Here is a 2-piece molecular cluster, CCl2O4P2 overall from OMol25. Energies are from ωB97M-V/def2-TZVPD.

Output
* HOMO energy: -10.6 eV
* lowest unoccupied orbital energy: -0.033 Ha
* structure (SMILES): O=C(Cl)Cl.O=POP=O
* multiplicity: 1
* orbital gap: 0.3560 hartree

Each line ends with the Mulliken charge.
Positions of all 9 atoms, in Å:
O: 1.39 -1.31 -0.35  -0.3362
C: 1.59 -0.19 -0.18  0.4911
Cl: 2.09 0.98 -1.40  -0.0877
Cl: 1.49 0.49 1.34  -0.0386
O: -1.45 1.85 1.32  -0.4311
P: -1.16 1.71 -0.09  0.3535
O: -0.95 0.12 -0.39  -0.0889
P: -1.20 -1.39 0.36  0.5484
O: -1.79 -2.25 -0.62  -0.4107

7.
Here is a 2-piece molecular cluster, CCl3F2P overall from OMol25. Energies are from ωB97M-V/def2-TZVPD.

Output
* HOMO energy (alpha / beta): -8.3 / -8.6 eV
* lowest unoccupied orbital energy (alpha / beta): -0.031 / -0.026 Ha
* multiplicity: 1
* orbital gap (alpha / beta): 0.2750 / 0.2895 hartree

Each line ends with the Mulliken charge.
Positions of all 7 atoms, in Å:
C: -1.27 0.02 -0.15  0.2313
F: 2.48 -0.41 -0.91  -0.2103
F: 1.54 -0.44 1.42  -0.2274
P: 1.83 0.57 0.17  0.4928
Cl: -1.72 -0.53 1.40  -0.0838
Cl: -1.32 -0.98 -1.46  -0.0827
Cl: -1.53 1.76 -0.47  -0.1199

8.
Here is a 2-piece molecular cluster, CCl3FOS overall from OMol25. Energies are from ωB97M-V/def2-TZVPD.

Output
* HOMO energy (alpha / beta): -9.6 / -9.3 eV
* lowest unoccupied orbital energy (alpha / beta): -0.055 / -0.055 Ha
* multiplicity: 1
* orbital gap (alpha / beta): 0.2986 / 0.2877 hartree

Each line ends with the Mulliken charge.
Positions of all 7 atoms, in Å:
C: -1.11 0.11 -0.05  0.3150
O: 1.93 -1.56 0.35  -0.3598
F: -1.57 -0.05 -1.33  -0.1799
S: 1.60 -0.56 -0.60  0.5111
Cl: -1.09 1.84 0.34  -0.0827
Cl: -2.05 -0.88 0.97  -0.0909
Cl: 2.30 1.10 0.31  -0.1127

Computed values of M (unit: g mol⁻¹) for the preceding records, in sequence: 149.935, 166.003, 153.919, 169.918, 143.897, 208.861, 187.340, 185.434.
Computed values of relative energy (zero: lowest compared OMol25 entry of this formula, charge and spin) (unit: kcal/mol) for the preceding records, in sequence: 18.4, 3.9, 7.2, 38.4, 0.0, 3.8, 59.3, 33.5.
Computed values of max |F| (unit: eV Å⁻¹) for the preceding records, in sequence: 3.8, 4.5, 4.8, 4.9, 3.1, 3.5, 2.3, 2.5.